(1)
Entry from the Open Molecules 2025 dataset: a 2-piece molecular cluster, C3H12N3O overall in a non-equilibrium geometry (ωB97M-V/def2-TZVPD).

## Properties
- Electronic energy: -9817.4173 eV
- Frontier orbital gap: 0.4160 Ha
- 2S+1: 1
- E_LUMO: -0.104 Ha
- Total charge: +1
- ΔE to the lowest compared entry with this formula, charge and spin: 32.19 kcal per mole
- Maximum force: 1.97 eV/A
- HOMO energy: -14.15 eV

Last column: natural (NBO) charge in e.
Positions of all 19 atoms, in Å:
C 1.33963 -0.03097 -0.82707  -0.433
C -0.37206 1.53593 -0.27788  0.684
N -0.92004 0.66243 0.54843  -0.768
N 0.53707 1.13516 -1.17249  -0.571
N -0.79612 2.80820 -0.24807  -0.767
H -0.65728 -0.31804 0.59309  0.458
H -1.65934 0.93944 1.16995  0.419
H 0.49248 1.64580 -2.03438  0.429
H -0.34976 3.60913 -0.65055  0.431
H -1.29578 3.09477 0.57552  0.411
H 2.29951 0.04437 -1.34489  0.237
H 0.98441 -1.03269 -1.02731  0.246
H 1.40639 0.02400 0.26182  0.203
C 0.35893 -3.01030 1.42689  -0.251
O -0.19005 -2.32743 0.25262  -0.786
H -0.88050 -2.85439 -0.16445  0.488
H 1.04538 -2.26766 1.82043  0.187
H -0.42845 -3.36446 2.08546  0.192
H 0.92054 -3.85514 1.01249  0.192

---

(2)
Entry from the Open Molecules 2025 dataset: a 4-piece molecular cluster, C48H80N4O11S2 overall in a non-equilibrium geometry (ωB97M-V/def2-TZVPD).

## Properties
- Electronic energy: -101203.8679 eV
- Structure (SMILES): CCCCCCCCCC[C@@H](C#N)[C@](C#N)(CCCSC(=S)N(c1ccccc1)c1ccccc1)ON=O.COCCOCCOC.COCCOCCOC.COCCOCCOC
- Frontier orbital gap: 0.2597 Ha
- 2S+1: 1
- E_LUMO: -0.036 Ha
- Total charge: 0
- Maximum force: 6.20 eV/A
- HOMO energy: -8.04 eV

Last column: Mulliken charge in e.
Positions of all 145 atoms, in Å:
C 6.82442 -3.89003 0.34986  -0.929
C 6.86504 -2.26401 0.14081  -0.319
C 7.10222 -1.85026 -1.41098  -0.981
C 5.73139 -1.46173 -2.18465  0.024
C 5.03724 -0.11651 -1.65083  -0.284
C 3.95171 0.51614 -2.68166  -0.624
C 2.48713 0.40318 -1.95802  0.066
C 1.30526 0.67943 -3.01334  -0.839
C -0.15233 0.91934 -2.35883  -0.410
C -0.21106 0.73941 -0.76400  -0.588
C -1.73865 0.71438 -0.16128  0.429
C -2.75690 1.32528 -1.26614  -0.289
N -3.37054 1.65158 -2.25367  -0.619
C -2.10340 -0.80290 0.24579  1.810
C -1.81554 -1.68836 -1.08799  -0.616
N -1.72285 -2.28478 -2.12666  -0.682
C -3.67899 -1.02139 0.59601  -1.000
C -3.94606 -1.76623 1.99320  -0.612
C -3.65384 -3.35793 2.00113  -0.391
S -3.70613 -4.18278 0.34001  -0.242
C -2.24358 -5.36421 0.23166  0.023
S -2.12476 -6.49782 1.45272  -0.063
N -1.31202 -5.17164 -0.90028  0.570
C -0.05620 -4.47925 -0.49525  0.335
C 0.34008 -4.08364 0.95577  -0.178
C 1.74454 -3.39745 1.15551  -0.759
C 2.74256 -3.10962 -0.02658  0.210
C 2.33447 -3.50621 -1.47724  -0.401
C 0.95134 -4.17682 -1.68091  -0.544
C -0.87459 -6.44455 -1.52158  -0.265
C -1.42051 -6.76993 -2.97057  -0.353
C -0.95417 -8.08910 -3.71138  -0.448
C 0.03992 -9.08260 -3.04551  -0.318
C 0.58977 -8.79915 -1.58899  -0.606
C 0.10872 -7.48654 -0.91615  0.113
O -1.25593 -1.37154 1.28029  -0.087
N -0.90530 -0.45697 2.22726  0.086
O 0.28776 -0.32609 2.24623  -0.242
H 7.78331 -4.24930 0.87544  0.281
H 5.94557 -4.22086 1.01054  0.205
H 6.76575 -4.33132 -0.71241  0.274
H 7.81504 -1.92480 0.71624  0.406
H 5.97192 -1.73257 0.61918  0.198
H 7.72708 -0.87128 -1.38831  0.325
H 7.71935 -2.65154 -1.95754  0.384
H 5.98966 -1.43547 -3.30617  0.447
H 5.00541 -2.33435 -2.03525  -0.405
H 5.83104 0.66629 -1.34076  0.424
H 4.47574 -0.39030 -0.68130  0.146
H 3.96573 -0.00170 -3.70205  0.298
H 4.11452 1.64346 -2.84672  0.184
H 2.39761 -0.69653 -1.63573  -0.219
H 2.50271 1.10527 -1.05577  0.291
H 1.23320 -0.27249 -3.67484  0.276
H 1.59410 1.53633 -3.71902  0.265
H -0.87794 0.20910 -2.91693  0.264
H -0.45000 2.00883 -2.58316  0.272
H 0.34979 -0.17230 -0.35965  0.142
H 0.32303 1.66581 -0.31355  0.384
H -1.76454 1.45673 0.71156  0.581
H -4.10771 0.05269 0.71780  0.383
H -4.27166 -1.46626 -0.29483  0.408
H -3.31235 -1.29235 2.84216  0.229
H -5.04461 -1.58332 2.31976  0.287
H -4.50147 -3.84104 2.63094  0.425
H -2.68995 -3.55606 2.60496  0.194
H -0.35794 -4.30701 1.82975  0.133
H 2.06504 -3.13266 2.22754  0.292
H 3.77812 -2.63662 0.12255  0.178
H 2.96976 -3.33876 -2.42046  0.267
H 0.64770 -4.47428 -2.75099  0.296
H -2.12331 -6.03858 -3.49123  0.355
H -1.37224 -8.22614 -4.77258  0.295
H 0.41172 -10.03380 -3.55892  0.309
H 1.30452 -9.52963 -1.04948  0.307
H 0.52340 -7.25844 0.13726  0.235
C 6.68989 3.44952 -8.91240  -0.779
O 6.72887 4.18685 -7.70527  -0.257
C 5.46043 4.22654 -7.05665  -0.591
C 5.62971 4.53518 -5.57312  -0.406
O 6.01687 3.39603 -4.80131  -0.358
C 7.37016 2.96442 -4.96227  -0.412
C 8.37880 3.89392 -4.29502  -0.617
O 8.62111 5.03295 -5.11506  -0.251
C 9.11305 6.13302 -4.37424  -0.778
H 5.99420 3.90763 -9.62224  0.320
H 7.69214 3.45149 -9.34381  0.234
H 6.40272 2.41164 -8.71532  0.330
H 4.94196 3.26727 -7.17315  0.342
H 4.87015 5.01884 -7.53198  0.433
H 4.65312 4.83054 -5.17796  0.396
H 6.30573 5.37501 -5.40390  0.161
H 7.60571 2.79165 -6.01361  0.190
H 7.42416 1.99311 -4.46106  0.396
H 9.33300 3.36892 -4.16682  0.424
H 7.99790 4.20057 -3.31502  0.345
H 8.38812 6.43864 -3.61347  0.333
H 9.26863 6.96693 -5.06015  0.232
H 10.06866 5.87951 -3.90280  0.319
C -0.76374 4.89357 0.30088  -0.635
O -1.98953 5.58087 0.46259  -0.341
C -3.10727 4.69667 0.45382  -0.228
C -4.30515 5.34368 1.13987  -0.531
O -4.23745 5.28381 2.56674  -0.493
C -3.29213 6.16068 3.18430  -0.339
C -3.72635 7.62264 3.15960  -0.593
O -3.45974 8.19716 1.88394  -0.254
C -4.26664 9.33013 1.62601  -0.784
H -0.73787 4.37140 -0.66115  0.186
H 0.04339 5.62721 0.33007  0.411
H -0.61355 4.18458 1.12235  0.280
H -2.85604 3.75894 0.96528  0.066
H -3.35281 4.48497 -0.59323  0.456
H -5.19661 4.76936 0.87084  0.437
H -4.47182 6.36546 0.79495  0.162
H -2.29453 6.02289 2.76417  0.132
H -3.24334 5.84145 4.22975  0.402
H -3.15351 8.18843 3.90409  0.425
H -4.79387 7.68901 3.39492  0.357
H -5.32633 9.05699 1.63534  0.331
H -4.01552 9.71226 0.63558  0.235
H -4.07361 10.11335 2.36696  0.322
C -8.49056 0.52768 6.27696  -0.758
O -8.39028 -0.85784 6.54736  -0.263
C -8.49920 -1.64694 5.36578  -0.544
C -7.87532 -3.02114 5.58306  -0.386
O -6.44951 -3.01560 5.47824  -0.405
C -5.74851 -2.41895 6.57228  -0.387
C -5.76239 -3.27805 7.83254  -0.628
O -7.00210 -3.13194 8.51798  -0.254
C -7.28166 -4.23199 9.36248  -0.782
H -9.46329 0.76536 5.83542  0.320
H -8.38618 1.06599 7.22028  0.233
H -7.68285 0.84462 5.60934  0.311
H -8.00021 -1.14793 4.52622  0.303
H -9.56611 -1.75917 5.13973  0.421
H -8.21923 -3.67732 4.77795  0.395
H -8.20038 -3.47517 6.52059  0.174
H -6.10625 -1.40591 6.76324  0.203
H -4.71091 -2.33095 6.23584  0.380
H -4.96735 -2.94694 8.51136  0.423
H -5.59536 -4.32566 7.56045  0.360
H -7.34859 -5.15600 8.77995  0.334
H -8.24310 -4.05704 9.84731  0.233
H -6.50911 -4.32824 10.13289  0.321

---

(3)
Entry from the Open Molecules 2025 dataset: C23H48LaNO2P3 as an isolated structure in a non-equilibrium geometry (ωB97M-V/def2-TZVPD).

## Properties
- Electronic energy: -58917.1701 eV
- Frontier orbital gap: 0.1971 Ha
- 2S+1: 1
- E_LUMO: -0.355 Ha
- Total charge: +3
- Maximum force: 2.51 eV/A
- HOMO energy: -15.02 eV

Last column: Mulliken charge in e.
Positions of all 78 atoms, in Å:
La -0.37270 0.07937 0.01581  1.198
P 2.07076 1.00962 1.32967  0.513
P -0.62789 2.60371 -1.25198  0.609
P 2.06860 -0.34825 -1.57129  0.644
H -1.26025 -3.25974 -0.08020  0.508
C -0.16466 -3.40829 -0.18448  -0.912
C 0.66191 -3.32643 0.87988  -0.429
H 0.27663 -3.07609 1.88669  0.377
C 1.68113 1.32812 3.10265  -1.070
C 2.80647 2.63280 0.89875  -1.220
C 3.52266 -0.05864 1.60228  -1.250
C -1.97496 2.29232 -2.47467  -1.399
C -1.45473 3.91825 -0.28980  -1.155
C 0.48481 3.51827 -2.38673  -1.258
C 2.89270 -1.96296 -1.39054  -1.189
C 3.37167 0.75766 -2.14805  -1.282
C 1.22979 -0.71828 -3.13918  -1.083
H 0.13923 -3.67175 -1.21497  0.339
H 1.75321 -3.48282 0.84655  0.358
H 1.56711 0.37033 3.63397  -0.035
H 0.75405 1.91286 3.20994  0.366
H 2.51884 1.89068 3.54592  0.642
H 2.01398 3.39768 0.84945  0.332
H 3.31307 2.58599 -0.07486  0.313
H 3.53027 2.91182 1.68217  0.522
H 3.21742 -0.92406 2.20279  0.355
H 4.29885 0.49340 2.14866  0.485
H 3.94600 -0.43097 0.66559  0.256
H -2.31600 3.29139 -2.78661  0.434
H -2.80361 1.78229 -1.96877  0.481
H -1.70704 1.68693 -3.35931  0.302
H -1.95580 4.58851 -1.00158  0.440
H -0.76855 4.50826 0.33108  0.391
H -2.20956 3.48967 0.38480  0.365
H -0.08899 4.34182 -2.83383  0.474
H 0.82865 2.85061 -3.19068  0.357
H 1.36578 3.91912 -1.86885  0.360
H 3.23458 -2.30047 -2.37712  0.471
H 2.19074 -2.69466 -0.97325  0.054
H 3.74302 -1.86884 -0.71303  0.458
H 3.75211 0.38182 -3.10788  0.510
H 4.18528 0.78951 -1.41598  0.450
H 2.97341 1.76947 -2.29078  0.209
H 1.93308 -1.04725 -3.91716  0.578
H 0.67651 0.16084 -3.49155  0.367
H 0.50879 -1.52264 -2.96779  -0.032
C -1.55973 -1.53317 -4.71208  1.053
C -2.67626 -1.10340 -5.45938  -0.532
C -3.09156 -1.89343 -6.55118  -0.580
C -2.38035 -3.05692 -6.88399  -0.574
C -1.17568 -3.34421 -6.23503  -0.561
C -0.69433 -2.52225 -5.20795  -0.422
O -1.37576 -1.10418 -3.39322  -0.267
H -2.17147 -0.70643 -2.98971  0.208
H -3.25335 -0.21992 -5.16047  0.295
H -3.99237 -1.60009 -7.10744  0.377
H -2.79452 -3.73121 -7.63648  0.403
H -0.63033 -4.23729 -6.52914  0.378
H 0.28600 -2.69015 -4.76270  0.286
O -1.09826 -0.01713 2.13208  -0.136
C -1.43134 -0.19953 3.37819  0.433
C -0.78423 -1.23687 4.23440  -0.251
C -0.19595 -0.75773 5.59126  -0.582
C -1.23322 -0.36105 6.64286  -0.786
C -2.20463 0.75156 6.27392  -0.573
C -3.11020 0.32111 5.13321  -0.767
N -2.43111 0.54237 3.83184  -0.073
H -1.52517 -2.04492 4.40944  0.478
H 0.03271 -1.65195 3.62906  -0.088
H 0.35986 -1.61243 6.00967  0.349
H 0.54685 0.04382 5.44836  0.278
H -1.82841 -1.25197 6.89545  0.327
H -0.69296 -0.05745 7.54899  0.372
H -2.84543 0.98571 7.13376  0.358
H -1.67600 1.67138 6.00090  0.314
H -3.37339 -0.74474 5.24638  0.314
H -4.04381 0.89765 5.11531  0.445
H -2.76195 1.30380 3.22795  0.318

---

(4)
Entry from the Open Molecules 2025 dataset: an isolated ion of composition C10H12NO2 and charge +1 in a non-equilibrium geometry (ωB97M-V/def2-TZVPD).

## Properties
- Electronic energy: -16141.3351 eV
- Structure (SMILES): CC(=O)/C(=C(/C)O)[n+]1ccccc1
- Frontier orbital gap: 0.3091 Ha
- 2S+1: 1
- E_LUMO: -0.174 Ha
- Total charge: +1
- ΔE to the lowest compared entry with this formula, charge and spin: 24.50 kcal per mole
- Maximum force: 3.96 eV/A
- HOMO energy: -13.14 eV

Last column: natural (NBO) charge in e.
Positions of all 25 atoms, in Å:
C -0.95439 2.50203 0.36682  -0.727
C -1.73965 1.23957 0.15573  0.539
O -2.95068 1.31540 0.19531  -0.574
C -1.07017 -0.02113 0.01603  -0.205
C -1.78618 -1.19165 -0.09280  0.540
C -1.12039 -2.54643 -0.19671  -0.708
O -3.04081 -1.17115 -0.23423  -0.613
N 0.35621 0.07267 -0.02392  -0.248
C 1.00978 -0.63776 0.96000  0.095
C 2.37253 -0.62653 0.97024  -0.216
C 3.10037 0.02184 0.03550  -0.095
C 2.44382 0.60646 -1.02718  -0.215
C 1.07318 0.72211 -1.00171  0.092
H -0.09629 2.74796 -0.42558  0.225
H -0.26690 2.54944 1.20703  0.248
H -1.54441 3.40584 0.48398  0.271
H -0.86818 -2.82351 0.74659  0.234
H -1.90978 -3.18133 -0.56235  0.267
H -0.37630 -2.73937 -1.02200  0.258
H -3.56394 -0.22849 -0.17558  0.562
H 0.53108 -1.16943 1.74294  0.252
H 2.96068 -1.14745 1.77830  0.264
H 4.10972 0.07942 -0.07527  0.245
H 2.73210 1.06996 -1.97031  0.262
H 0.59858 1.15155 -1.85083  0.249

---

What is the electronic energy in the first record?
-9817.4173 eV

---

frontier orbital gap of number 2 (C48H80N4O11S2)?
0.2597 Ha

---

Which of these has the highest E_LUMO?
C48H80N4O11S2